ORCA calculation (ωB97M-V with the def2-TZVPD basis set) on a structure of composition C25H21Al2Br2F19NO10 at a distorted geometry.

```
80
C25H21Al2Br2F19NO10, DFT ωB97M-V with the def2-TZVPD basis set
C 0.274 -2.940 -0.127
C 0.036 -1.737 -1.214
C 0.842 -0.323 -0.826
C -0.300 0.587 -0.010
O 0.128 1.847 0.480
C 0.259 2.986 -0.412
C 1.877 2.972 -0.840
C 2.863 2.357 0.313
C 4.421 2.651 -0.225
Br 2.738 3.154 2.127
O -0.066 4.106 0.534
C 0.396 5.404 0.155
O -0.501 6.263 -0.409
C 1.876 6.109 0.416
C 1.838 6.620 2.004
F 2.102 7.326 -0.406
C -0.728 3.020 -1.740
F -0.386 1.958 -2.764
F -0.492 4.253 -2.594
C -2.337 3.075 -1.379
F -2.680 2.675 0.005
F -2.697 4.543 -1.457
C -3.324 2.264 -2.383
F -3.024 0.788 -2.509
F -3.127 2.831 -3.765
C -4.922 2.336 -2.071
F -5.406 3.507 -1.323
F -5.613 2.382 -3.415
C -5.549 1.000 -1.316
F -4.723 0.568 -0.127
F -5.792 -0.145 -2.272
C -7.061 1.309 -0.670
F -7.940 2.058 -1.645
F -6.972 2.008 0.660
C -7.902 -0.096 -0.354
F -7.054 -1.191 0.167
F -8.640 -0.439 -1.609
C -9.089 0.143 0.801
F -8.528 0.010 2.189
F -10.053 -1.010 0.666
F -9.870 1.383 0.587
H -0.242 -2.614 0.877
H 1.431 -3.090 -0.007
H -0.245 -3.911 -0.590
H 0.494 -2.066 -2.262
H -1.110 -1.513 -1.441
H 1.744 -0.639 -0.134
H 1.158 0.141 -1.849
H -0.558 -0.099 0.937
H -1.266 0.529 -0.676
H 1.927 2.174 -1.730
H 2.236 3.972 -1.329
H 2.811 1.184 0.437
H 4.837 3.688 0.168
H 5.167 1.824 0.134
H 4.397 2.680 -1.399
H 2.783 5.395 0.227
H 1.598 7.780 1.975
H 0.964 6.026 2.549
H 2.865 6.465 2.545
C 5.097 -4.873 1.887
C 5.351 -6.150 1.553
C 5.012 -6.476 0.102
O 5.231 -7.566 -0.437
C 4.369 -5.420 -0.724
C 4.103 -4.146 -0.387
C 4.541 -3.791 1.032
O 4.460 -2.661 1.523
O 3.554 -3.245 -1.093
O 5.826 -7.072 2.285
H 5.315 -4.544 2.896
H 4.101 -5.763 -1.717
Al 3.547 -8.842 -0.573
N 4.447 -8.727 4.469
O 5.159 -8.758 5.486
O 3.805 -7.700 4.191
O 4.376 -9.723 3.730
Al 5.347 -1.660 3.269
Br -1.553 -2.952 2.042
F 2.047 -4.471 -1.212
```

Summary:
E_tot (a.u.): -9301.326683
Charge: +1
Gap between HOMO and LUMO (eV): 1.8560
HOMO level (eV): -10.397